(1)
{"formula": "C43H50CrO2Se", "method": "ωB97M-V/def2-TZVPD", "species": ["Cr", "C", "C", "C", "C", "C", "C", "C", "Se", "C", "C", "C", "C", "C", "C", "O", "C", "C", "C", "C", "C", "C", "C", "C", "C", "O", "C", "C", "C", "C", "C", "C", "H", "H", "H", "H", "H", "H", "H", "H", "H", "H", "H", "H", "H", "H", "H", "H", "H", "H", "H", "H", "H", "H", "H", "H", "H", "H", "H", "H", "H", "H", "H", "H", "H", "H", "H", "H", "H", "H", "H", "H", "C", "C", "C", "C", "C", "C", "C", "C", "C", "C", "C", "C", "C", "C", "C", "H", "H", "H", "H", "H", "H", "H", "H", "H", "H"], "coordinates": [[-0.338061, -0.314156, -0.097447], [3.437243, 6.156111, -0.586120], [1.935274, 6.232440, -0.895794], [1.223638, 6.945305, 0.262992], [1.751739, 7.079584, -2.155828], [1.366909, 4.821221, -1.060109], [1.423104, 3.918718, 0.003400], [0.879516, 2.658182, -0.117943], [0.982970, 1.268413, 1.414217], [2.115881, -0.376970, 1.930085], [3.192124, -0.235305, 2.781382], [4.023297, -1.317016, 3.078811], [3.739265, -2.525126, 2.445584], [2.674023, -2.699753, 1.558046], [1.841339, -1.594185, 1.283826], [0.820983, -1.708556, 0.446618], [2.409611, -4.046236, 0.872572], [3.414207, -5.121459, 1.296766], [1.003091, -4.554492, 1.231748], [2.522202, -3.882591, -0.651742], [5.182474, -1.146313, 4.063826], [6.166563, -0.094448, 3.533169], [5.951965, -2.448478, 4.284237], [4.644285, -0.679155, 5.425584], [0.308924, 2.219713, -1.317641], [-0.172204, 0.972759, -1.402124], [0.238452, 3.101612, -2.409225], [0.774849, 4.381248, -2.242270], [-0.387139, 2.657326, -3.739374], [-1.848742, 2.229547, -3.534792], [0.418076, 1.484100, -4.318907], [-0.379796, 3.783274, -4.779206], [3.849289, 7.157992, -0.413854], [3.625814, 5.549381, 0.301766], [3.973136, 5.698925, -1.422362], [1.592856, 7.972258, 0.369164], [0.146323, 6.978787, 0.082343], [1.386023, 6.423600, 1.208226], [2.149595, 8.084048, -1.981279], [2.283445, 6.647898, -3.008292], [0.695884, 7.174220, -2.422250], [1.880848, 4.195042, 0.952621], [3.368131, 0.747313, 3.217939], [4.377179, -3.372955, 2.648552], [3.381852, -5.301901, 2.375906], [3.163660, -6.059241, 0.791647], [4.439384, -4.853465, 1.021267], [0.918608, -4.695085, 2.313592], [0.238893, -3.846210, 0.917343], [0.817871, -5.518542, 0.744312], [3.529931, -3.552051, -0.923263], [2.323636, -4.838151, -1.150933], [1.805993, -3.145461, -1.011306], [6.606323, -0.429056, 2.589530], [5.661747, 0.855699, 3.346118], [6.975716, 0.080074, 4.253020], [6.409892, -2.805463, 3.357429], [6.751066, -2.281609, 5.014217], [5.299071, -3.236417, 4.669660], [4.135414, 0.283362, 5.338894], [3.922146, -1.402309, 5.814392], [5.460675, -0.574094, 6.150581], [0.729204, 5.062024, -3.077834], [-1.932517, 1.369404, -2.873161], [-2.432220, 3.043988, -3.097417], [-2.296305, 1.963701, -4.499836], [0.426575, 0.642291, -3.628744], [-0.028024, 1.154352, -5.264560], [1.452394, 1.789895, -4.511425], [-0.946247, 4.653918, -4.434114], [0.637860, 4.104441, -5.027690], [-0.851509, 3.418646, -5.696100], [-2.068100, -1.180120, 0.098606], [-2.948736, -0.605121, -0.582010], [-3.956094, 0.016216, -1.335835], [-4.505028, -0.728118, -2.462659], [-5.116644, -0.118012, -3.584510], [-5.607588, -0.856832, -4.652443], [-5.510124, -2.243595, -4.676458], [-4.876296, -2.866665, -3.602559], [-4.383498, -2.137259, -2.533973], [-4.353349, 1.362877, -0.948227], [-5.585813, 1.961809, -1.301332], [-5.925473, 3.247281, -0.898213], [-5.070183, 4.008719, -0.110192], [-3.867133, 3.427232, 0.287267], [-3.523203, 2.148399, -0.110979], [-5.160035, 0.961344, -3.634207], [-6.057169, -0.335533, -5.492910], [-5.896779, -2.818053, -5.509518], [-4.762206, -3.945632, -3.600794], [-3.878942, -2.643742, -1.719665], [-6.305497, 1.392464, -1.872570], [-6.885938, 3.655640, -1.196342], [-5.332249, 5.016576, 0.188647], [-3.175860, 3.985381, 0.910021], [-2.576144, 1.735396, 0.206777]], "forces_ev_per_angstrom": [[0.1, -0.1, 0.6], [0.0, 0.0, 0.0], [0.0, 0.0, 0.0], [0.0, 0.0, 0.0], [0.0, 0.0, 0.0], [0.0, -0.1, 0.1], [0.0, 0.0, 0.1], [0.1, -0.3, 0.0], [0.0, 0.2, 0.3], [0.0, 0.2, -0.3], [0.0, 0.0, 0.0], [-0.1, 0.1, 0.0], [-0.1, 0.0, 0.0], [0.1, -0.1, 0.1], [-0.2, 0.1, -0.1], [0.5, 0.0, -0.1], [0.0, 0.0, 0.0], [0.0, 0.0, 0.0], [0.0, 0.0, 0.0], [0.0, 0.0, 0.0], [0.0, 0.0, 0.0], [0.0, 0.0, 0.0], [0.0, 0.0, 0.0], [-0.1, 0.0, 0.0], [-0.1, -0.3, 0.2], [0.3, 0.4, -0.5], [0.0, 0.1, -0.1], [0.0, 0.0, 0.0], [0.0, 0.0, 0.1], [0.0, 0.0, 0.0], [0.0, 0.0, 0.0], [0.0, 0.0, 0.0], [0.0, 0.0, 0.0], [0.0, 0.0, 0.0], [0.0, 0.0, 0.0], [0.0, 0.0, 0.0], [0.0, 0.0, 0.0], [0.0, 0.0, 0.0], [0.0, 0.0, 0.0], [0.0, 0.0, 0.0], [0.0, 0.0, 0.0], [0.0, 0.0, -0.1], [0.0, -0.1, 0.0], [0.0, 0.0, 0.0], [0.0, 0.0, -0.1], [0.0, 0.0, 0.0], [-0.1, 0.0, 0.0], [0.0, 0.0, 0.0], [0.0, 0.0, 0.0], [0.0, 0.0, 0.0], [0.0, 0.0, 0.0], [0.0, 0.0, 0.0], [0.0, 0.0, 0.0], [0.0, 0.0, 0.0], [0.0, 0.0, 0.0], [0.0, 0.0, 0.0], [0.0, 0.0, 0.0], [0.0, 0.0, 0.0], [0.0, 0.0, 0.0], [0.0, -0.1, 0.0], [0.0, 0.0, 0.0], [0.0, 0.0, 0.0], [0.0, 0.0, 0.0], [0.0, 0.0, 0.0], [0.0, 0.0, 0.0], [0.0, 0.0, 0.1], [0.0, 0.0, 0.0], [0.0, 0.0, 0.0], [0.0, 0.0, 0.0], [0.0, -0.1, 0.0], [-0.1, 0.0, 0.0], [0.0, 0.0, 0.0], [-0.8, 0.3, -0.4], [0.1, -0.4, 0.3], [-0.1, 0.0, -0.1], [0.0, 0.2, 0.1], [0.0, -0.1, 0.0], [0.0, 0.1, 0.1], [0.0, 0.0, 0.1], [0.0, 0.1, 0.1], [0.0, 0.0, 0.0], [0.0, 0.0, 0.0], [0.0, 0.1, 0.0], [0.1, -0.1, 0.0], [0.0, -0.1, 0.0], [0.0, 0.0, 0.0], [0.0, 0.1, -0.1], [0.0, 0.0, 0.0], [0.0, 0.0, 0.0], [0.0, 0.0, 0.0], [0.0, 0.0, 0.0], [0.0, 0.0, 0.0], [0.0, 0.0, 0.0], [0.0, 0.0, 0.0], [0.0, 0.0, 0.0], [0.0, 0.0, 0.0], [0.1, 0.0, 0.0]], "lowdin_charge": [0.689, -0.060, -0.566, -0.059, -0.081, -0.192, -0.095, -0.363, 0.978, -0.366, -0.103, -0.198, 0.001, -0.097, -0.368, -0.279, -0.536, -0.089, -0.042, -0.046, -0.567, -0.060, -0.083, -0.061, -0.356, -0.268, -0.089, 0.007, -0.528, -0.034, -0.045, -0.086, 0.074, 0.075, 0.085, 0.073, 0.089, 0.075, 0.075, 0.082, 0.085, 0.095, 0.091, 0.073, 0.079, 0.075, 0.079, 0.085, 0.078, 0.076, 0.084, 0.077, 0.076, 0.086, 0.076, 0.074, 0.082, 0.075, 0.083, 0.075, 0.087, 0.073, 0.073, 0.074, 0.093, 0.082, 0.076, 0.079, 0.083, 0.082, 0.077, 0.076, -0.131, -0.228, -0.218, -0.183, -0.070, -0.136, -0.159, -0.130, -0.047, -0.185, -0.069, -0.137, -0.152, -0.112, -0.039, 0.091, 0.083, 0.071, 0.084, 0.096, 0.089, 0.081, 0.073, 0.092, 0.089], "s2": 6.071, "charge": -2, "total_energy_ev": -143264.9336, "lumo_ha": [0.1465, 0.1459], "spin_multiplicity": 5, "relative_energy_ev": 1.426, "homo_ev": [-0.018, -0.454]}

***

(2)
{"formula": "C43H51AsN6SiSn", "method": "ωB97M-V/def2-TZVPD", "species": ["Sn", "N", "C", "C", "C", "C", "C", "N", "C", "C", "C", "C", "C", "N", "H", "H", "H", "H", "H", "H", "H", "H", "H", "C", "C", "C", "C", "C", "C", "N", "N", "Si", "C", "C", "C", "H", "H", "H", "H", "H", "H", "H", "H", "H", "H", "H", "H", "H", "H", "H", "C", "C", "C", "C", "C", "C", "As", "N", "C", "C", "C", "C", "C", "C", "C", "C", "C", "C", "C", "C", "C", "C", "C", "C", "C", "C", "H", "H", "H", "H", "H", "H", "H", "H", "H", "H", "H", "H", "H", "H", "H", "H", "H", "H", "H", "H", "H", "H", "H", "H", "H", "H", "H"], "coordinates": [[-0.098718, 0.685461, -1.932933], [3.256196, 3.633133, -2.794314], [3.580795, 2.322841, -2.439843], [4.964735, 2.098904, -2.323815], [5.434212, 0.858743, -1.971792], [4.523383, -0.159446, -1.730471], [3.190884, 0.140466, -1.868202], [2.698109, 1.341685, -2.217682], [2.090720, 4.400094, -2.799660], [2.219818, 5.779163, -2.571697], [1.088522, 6.561950, -2.597482], [-0.143839, 5.966313, -2.852220], [-0.159329, 4.605600, -3.072617], [0.931245, 3.834403, -3.058659], [4.074901, 4.212042, -2.803310], [5.656930, 2.913581, -2.505890], [6.498232, 0.682751, -1.883398], [4.840046, -1.154013, -1.447401], [2.443177, -0.626516, -1.697442], [3.193067, 6.209511, -2.361156], [1.160108, 7.625270, -2.406856], [-1.056489, 6.545133, -2.872782], [-1.089461, 4.083139, -3.276789], [-4.290299, 0.945587, -2.267630], [-3.656271, -0.400486, -2.042383], [-4.409521, -1.527884, -1.773607], [-3.744655, -2.744136, -1.599691], [-2.378004, -2.817758, -1.746916], [-1.668495, -1.646789, -2.079996], [-2.323740, -0.466472, -2.162961], [-0.312388, -1.580134, -2.315991], [0.286111, -2.471786, -3.664496], [-0.741717, -2.042534, -5.183649], [0.188957, -4.339648, -3.502760], [2.058758, -1.960927, -3.990571], [-5.084101, 1.144814, -1.546888], [-4.724046, 0.980744, -3.269744], [-3.534626, 1.727370, -2.197930], [-5.485836, -1.459453, -1.688656], [-4.310898, -3.630332, -1.336116], [-1.831737, -3.741174, -1.601237], [-1.778343, -2.369575, -5.034074], [-0.368392, -2.518010, -6.096275], [-0.759659, -0.957952, -5.345205], [-0.855779, -4.665306, -3.487970], [0.678933, -4.718538, -2.599552], [0.668016, -4.805884, -4.370443], [2.134035, -0.872938, -4.087057], [2.404268, -2.404398, -4.930511], [2.739201, -2.285766, -3.196613], [-3.607736, 3.050125, 5.304132], [-2.955337, 2.111081, 4.323731], [-3.156710, 2.230268, 2.957412], [-2.563759, 1.364133, 2.045420], [-2.898474, 1.588031, 0.587062], [-1.707059, 0.334042, 2.493512], [-0.995744, -0.772735, 0.976193], [0.164134, 0.479682, 0.236765], [0.956030, 1.359555, 0.982275], [1.403431, 1.103241, 2.289714], [2.208111, 2.002214, 2.972015], [2.611062, 3.195152, 2.384162], [2.183339, 3.469544, 1.091637], [1.370105, 2.577532, 0.411914], [-0.037780, -2.323936, 1.774445], [1.331062, -2.604299, 1.794543], [2.392367, -1.684346, 1.248750], [1.776046, -3.810373, 2.344312], [0.910390, -4.763841, 2.845475], [1.412289, -6.050223, 3.447287], [-0.454851, -4.503572, 2.758974], [-0.936175, -3.320118, 2.228242], [-2.434837, -3.116475, 2.172304], [-1.500591, 0.207689, 3.879296], [-0.612157, -0.819084, 4.547184], [-2.129249, 1.089004, 4.756049], [-4.231824, 3.781485, 4.791204], [-2.855902, 3.589348, 5.883867], [-4.234674, 2.502244, 6.009926], [-3.800875, 3.019957, 2.582182], [-3.720609, 2.298338, 0.494895], [-3.187069, 0.655398, 0.101181], [-2.039735, 1.989910, 0.045059], [1.141144, 0.166621, 2.761081], [2.533199, 1.765195, 3.978555], [3.239992, 3.895595, 2.918904], [2.475864, 4.397027, 0.609827], [1.019357, 2.824691, -0.582981], [1.968110, -0.950810, 0.575310], [3.144229, -2.268579, 0.711912], [2.902734, -1.144491, 2.049531], [2.846719, -3.996578, 2.374872], [2.497597, -6.120262, 3.374855], [0.978595, -6.912791, 2.937083], [1.135425, -6.120381, 4.501429], [-1.161643, -5.246603, 3.119638], [-2.955514, -3.979349, 2.586700], [-2.768300, -2.971497, 1.141754], [-2.740716, -2.232240, 2.737571], [-0.024384, -1.401988, 3.851897], [-1.214422, -1.514241, 5.138333], [0.074293, -0.319750, 5.236037], [-1.946470, 0.970635, 5.821950]], "forces_ev_per_angstrom": [[-0.3, -0.2, -0.1], [-0.1, -0.1, 0.1], [0.0, -0.4, 0.1], [0.1, 0.0, 0.0], [0.0, 0.1, 0.0], [0.0, -0.2, 0.0], [-0.3, 0.3, 0.0], [0.4, 0.5, -0.1], [-0.1, 0.0, 0.0], [0.1, 0.0, 0.0], [0.0, 0.0, 0.0], [0.0, 0.1, 0.0], [0.0, -0.2, 0.0], [-0.2, -0.3, 0.0], [0.1, 0.1, 0.0], [0.0, 0.0, 0.0], [0.0, 0.0, 0.0], [0.0, 0.0, 0.0], [0.0, 0.0, 0.1], [-0.1, 0.0, 0.0], [0.0, 0.0, 0.0], [0.0, 0.0, 0.0], [0.0, 0.0, 0.0], [0.1, -0.1, 0.0], [0.1, 0.0, 0.0], [0.1, -0.1, 0.1], [0.0, 0.1, 0.0], [0.1, 0.0, -0.2], [-0.1, 0.0, -0.1], [0.2, -0.2, 0.0], [-0.3, 0.6, 0.6], [0.2, -0.1, -0.5], [-0.1, 0.1, 0.1], [0.0, 0.0, 0.2], [0.0, -0.1, 0.0], [0.0, 0.0, 0.0], [0.0, 0.0, 0.0], [0.0, 0.0, 0.0], [0.0, 0.0, 0.0], [0.0, 0.0, 0.0], [-0.1, 0.1, 0.0], [0.1, 0.0, 0.0], [0.0, 0.0, 0.1], [0.0, -0.1, 0.0], [0.1, 0.0, 0.0], [0.0, 0.1, -0.1], [0.0, 0.0, 0.1], [0.1, -0.1, 0.0], [0.0, 0.0, 0.1], [-0.1, 0.0, -0.1], [0.0, 0.0, 0.0], [0.0, 0.0, 0.0], [0.0, 0.0, 0.0], [0.0, 0.0, -0.1], [0.1, -0.1, 0.2], [0.1, -0.1, 0.0], [-0.1, 0.2, 0.3], [0.0, -0.4, -0.3], [0.1, 0.3, 0.0], [-0.1, -0.1, -0.2], [0.0, 0.1, 0.0], [0.0, -0.1, 0.0], [0.0, 0.0, 0.0], [-0.2, 0.0, 0.0], [-0.1, -0.1, 0.0], [0.0, 0.0, 0.0], [0.0, -0.1, 0.0], [0.0, 0.0, 0.0], [0.0, 0.0, 0.0], [0.0, 0.1, 0.0], [0.0, -0.1, 0.0], [-0.1, 0.2, 0.0], [0.1, 0.0, 0.0], [0.1, -0.1, 0.0], [0.0, 0.1, 0.0], [0.0, 0.0, 0.0], [0.0, 0.0, 0.0], [0.0, 0.0, 0.0], [0.0, 0.0, 0.0], [0.0, 0.0, 0.0], [0.0, 0.0, 0.0], [0.0, 0.1, 0.1], [0.0, 0.0, 0.0], [-0.1, 0.0, 0.0], [0.0, 0.0, 0.0], [0.0, 0.0, 0.0], [0.0, 0.0, 0.0], [0.1, 0.1, 0.0], [0.0, 0.1, -0.1], [0.0, 0.0, 0.0], [0.0, 0.0, 0.0], [0.0, 0.0, 0.0], [0.0, 0.0, 0.0], [0.0, 0.0, 0.0], [0.0, 0.0, 0.0], [0.0, 0.0, 0.0], [0.0, 0.0, 0.0], [0.0, 0.0, 0.0], [0.0, 0.0, 0.0], [0.0, 0.0, 0.0], [0.0, 0.0, 0.0], [-0.1, 0.0, 0.0], [0.0, 0.0, -0.1]], "lowdin_charge": [1.209, 0.127, -0.277, -0.019, -0.063, -0.063, -0.194, 0.067, -0.324, -0.021, -0.072, -0.073, -0.147, 0.100, 0.117, 0.110, 0.111, 0.107, 0.062, 0.110, 0.108, 0.100, 0.100, -0.041, -0.357, -0.040, -0.067, -0.054, -0.564, 0.016, -0.204, 0.339, -0.170, -0.180, -0.177, 0.082, 0.086, 0.065, 0.109, 0.110, 0.105, 0.029, 0.029, 0.029, 0.019, 0.032, 0.031, 0.020, 0.038, 0.025, -0.051, -0.269, -0.021, -0.267, -0.095, -0.248, 1.351, -0.423, -0.398, -0.065, -0.084, -0.113, -0.098, -0.083, -0.293, -0.267, -0.057, -0.021, -0.270, -0.053, -0.023, -0.301, -0.076, -0.266, -0.054, -0.027, 0.071, 0.080, 0.079, 0.111, 0.079, 0.033, 0.053, 0.076, 0.101, 0.092, 0.094, 0.034, 0.028, 0.080, 0.086, 0.116, 0.072, 0.079, 0.080, 0.117, 0.078, 0.046, 0.067, 0.038, 0.090, 0.085, 0.122], "total_energy_ev": -128909.8639, "lumo_ha": 0.0213, "spin_multiplicity": 1, "relative_energy_ev": 0.000, "homo_ev": -7.110}